{
  "formula": "C10H15Cl2N",
  "method": "ωB97M-V/def2-TZVPD",
  "species": ["H", "H", "C", "H", "Cl", "C", "H", "H", "H", "C", "H", "C", "H", "C", "C", "H", "H", "H", "C", "Cl", "H", "H", "C", "H", "H", "C", "N", "C"],
  "positions_angstrom": [[-3.59112, -0.98950, 0.75281], [0.07139, 0.44387, -1.72918], [-1.78470, -1.19114, -0.44643], [-3.88434, -1.24784, -0.96648], [2.01437, -2.35605, 1.03553], [3.09774, 0.59016, -1.10410], [2.81745, -0.02255, -1.94146], [-2.21381, 0.87399, -0.81873], [4.04325, 1.10075, -1.19072], [-1.48409, 0.30159, -0.24373], [-1.57787, -1.43142, -1.49681], [2.35168, 0.71032, -0.01850], [-3.35739, -2.58866, 0.05408], [-0.07750, 0.70024, -0.68046], [-0.86051, -2.01957, 0.34523], [3.12890, 0.93150, 1.95536], [0.73398, 0.14132, 1.22105], [-0.27448, -3.41257, 1.55867], [-3.24792, -1.52269, -0.13008], [1.25187, -2.01197, -1.72759], [3.54094, 2.26810, 0.87268], [1.90386, 2.12355, 1.52357], [1.01018, 0.02399, 0.16765], [-1.62166, 0.55956, 0.80755], [0.03412, 1.77919, -0.57700], [2.75819, 1.56343, 1.14752], [-1.06251, -2.93454, 1.13085], [0.98226, -1.46736, -0.07453]],
  "mulliken_charge": [0.337, 0.309, 0.623, 0.404, -0.196, -1.322, 0.241, 0.405, 0.375, -1.025, 0.359, 0.340, 0.418, -0.820, -0.007, 0.278, 0.582, 0.288, -1.632, -0.168, 0.449, 0.328, -0.182, 0.403, 0.394, -1.339, -0.602, 0.762],
  "total_energy_ev": -37147.1433,
  "homo_energy_ev": -8.75,
  "fmax_ev_per_a": 4.3,
  "e_above_lowest_kj_mol": 0.00,
  "gap_ev": 9.53
}

{
  "formula": "C2H2Cl3NO",
  "method": "ωB97M-V/def2-TZVPD",
  "species": ["Cl", "Cl", "C", "H", "Cl", "O", "N", "C", "H"],
  "positions_angstrom": [[-1.46271, -0.88967, 1.72183], [-1.47301, -0.20171, -1.08821], [-1.04853, 0.37262, 0.49922], [-0.01806, 0.77049, 0.47253], [-1.97979, 1.72248, 0.80271], [2.05138, 0.97976, -1.22421], [1.72021, 0.01046, -0.71603], [1.11751, -0.86644, -0.25312], [1.09300, -1.89800, -0.21471]],
  "mulliken_charge": [-0.130, -0.106, 0.095, 0.273, -0.132, -0.461, 0.316, -0.171, 0.316],
  "multiplicity": 3,
  "total_energy_ev": -43202.8631,
  "homo_energy_ev": [-6.15, -10.36],
  "fmax_ev_per_a": 8.1,
  "e_above_lowest_kj_mol": 412.79,
  "gap_ev": [6.83, 7.66]
}

{
  "formula": "C18H23ClF9N3OS2",
  "method": "ωB97M-V/def2-TZVPD",
  "species": ["C", "C", "C", "C", "Cl", "H", "H", "C", "H", "H", "H", "C", "F", "H", "H", "C", "H", "H", "F", "C", "S", "H", "C", "C", "N", "C", "F", "H", "C", "F", "H", "O", "H", "H", "H", "C", "C", "H", "F", "F", "N", "C", "H", "C", "C", "H", "S", "N", "F", "H", "C", "F", "H", "H", "H", "F", "H"],
  "positions_angstrom": [[-0.52714, 1.05924, 1.96640], [4.18206, 1.08247, 0.50989], [-0.23327, -3.25424, -0.96485], [-3.64177, 0.01040, 0.95126], [2.61417, 0.36759, -2.27588], [-2.24674, -1.65304, 1.20061], [-0.26074, -2.13127, -2.74033], [0.60704, 1.83672, 1.62347], [1.02767, 3.22726, -1.90591], [2.20521, 3.63148, 0.35247], [-3.33086, 1.87856, 1.94813], [0.53352, 1.00167, -0.59516], [1.89209, -3.77720, -1.81444], [0.33382, 0.42250, -2.63328], [3.61374, 0.14869, 0.57999], [0.86090, 2.46392, -2.65784], [-1.09275, 1.79842, -3.42293], [0.87590, -1.54595, -1.55405], [1.30888, -1.91802, 0.78984], [-2.32511, -0.60204, 1.46208], [0.03791, 2.36849, 3.84099], [-3.75235, 0.73944, 3.80132], [1.15968, 1.78038, 0.31482], [-1.14833, -0.85082, -1.21435], [1.01207, 2.63851, 2.61424], [-4.13457, 1.15257, 1.83304], [-0.89103, -4.15472, -1.75477], [5.06230, 0.99502, 1.13976], [-0.13633, -1.91393, -1.68382], [-0.93228, -3.19878, 0.19008], [1.62008, 2.54750, -3.42906], [3.44765, 2.19058, 0.96212], [-4.41684, -0.75647, 0.89095], [-2.03690, -1.32157, -0.81148], [2.76475, 2.52802, -0.93779], [0.96476, 1.06218, -2.03958], [-1.12103, 0.17823, 1.02035], [-1.47887, -0.30550, -2.09584], [3.22001, -2.56361, -0.14556], [0.98138, -5.23122, -0.49077], [-4.55283, 0.75618, 3.18270], [1.15608, -3.92806, -0.70646], [-2.34792, -0.56384, 2.54859], [2.41557, 2.59593, 0.09125], [-0.58549, 0.14208, -0.22086], [-0.42514, 3.18581, -4.26245], [2.15006, -3.26629, 0.78333], [-0.94245, 1.26262, 3.22185], [1.09340, -3.93596, 1.74931], [-1.12048, 3.38900, -2.67423], [-0.52594, 2.71676, -3.28760], [2.93437, -2.74705, 2.03970], [4.51042, 1.20250, -0.52677], [-4.93459, -0.18215, 3.16939], [-3.49830, 0.37900, -0.06633], [3.02579, -4.58052, 0.79687], [-4.97122, 1.64251, 1.33761]],
  "mulliken_charge": [0.383, -0.466, 0.811, -0.489, -0.149, 0.173, 0.671, 0.487, 0.205, 0.369, 0.254, 1.100, -0.269, 0.647, 0.054, -0.491, 0.247, 0.077, -0.195, -1.452, 0.048, 0.328, 0.582, -1.687, -0.642, -0.852, -0.373, 0.301, -0.891, -0.248, 0.578, -0.440, 0.340, 0.639, 0.763, -0.579, 0.455, 0.429, -0.309, -0.280, -0.634, 0.462, 0.666, -1.413, 0.206, 0.372, 1.393, -0.519, -0.321, 0.331, -1.270, -0.326, 0.266, 0.276, 0.348, -0.331, 0.366],
  "total_energy_ev": -84205.7385,
  "homo_energy_ev": -8.95,
  "fmax_ev_per_a": 0.8,
  "e_above_lowest_kj_mol": 0.00,
  "gap_ev": 8.33
}